{"formula": "C31H75N10O10", "method": "ωB97M-V/def2-TZVPD", "symbols": ["C", "C", "C", "O", "C", "N", "H", "H", "H", "H", "H", "H", "H", "H", "H", "H", "H", "H", "C", "C", "O", "N", "C", "H", "H", "H", "H", "H", "H", "H", "C", "C", "O", "N", "C", "H", "H", "H", "H", "H", "H", "H", "C", "C", "O", "N", "C", "H", "H", "H", "H", "H", "H", "H", "C", "C", "O", "N", "C", "H", "H", "H", "H", "H", "H", "H", "C", "C", "O", "N", "C", "H", "H", "H", "H", "H", "H", "H", "C", "C", "O", "N", "C", "H", "H", "H", "H", "H", "H", "H", "C", "C", "O", "N", "C", "H", "H", "H", "H", "H", "H", "H", "C", "C", "O", "N", "C", "H", "H", "H", "H", "H", "H", "H", "C", "C", "O", "N", "C", "H", "H", "H", "H", "H", "H", "H"], "xyz": [[1.184, -1.180, -0.407], [0.412, -0.107, 0.323], [-0.950, 0.201, -0.473], [-1.755, 0.963, 0.299], [-2.999, 1.101, -0.265], [-0.031, -0.361, 1.824], [-0.971, -0.953, 1.737], [0.796, -0.713, 2.287], [-0.267, 0.352, 2.239], [1.990, -1.374, 0.164], [1.500, -0.917, -1.370], [0.599, -2.019, -0.297], [1.003, 0.752, 0.559], [-1.619, -0.859, -0.592], [-0.481, 0.528, -1.424], [-3.069, 1.443, -1.207], [-3.382, 1.983, 0.150], [-3.747, 0.282, -0.186], [5.883, 1.484, -2.961], [5.038, 0.246, -2.873], [4.106, 0.243, -2.010], [5.341, -0.693, -3.626], [4.648, -1.997, -3.470], [5.923, 1.757, -1.961], [5.426, 2.024, -3.648], [6.935, 1.480, -3.137], [6.244, -0.682, -4.026], [3.865, -1.990, -2.662], [5.388, -2.606, -2.972], [4.067, -2.386, -4.362], [3.918, 2.741, 0.959], [3.270, 1.896, 2.092], [2.962, 0.714, 1.920], [2.951, 2.515, 3.186], [2.886, 1.877, 4.481], [4.099, 2.050, 0.119], [4.628, 3.375, 1.291], [3.112, 3.516, 0.751], [3.203, 3.410, 3.049], [3.851, 1.716, 4.875], [2.521, 1.006, 4.350], [2.314, 2.586, 5.116], [-4.105, -0.712, 2.838], [-3.329, -1.721, 2.084], [-3.803, -2.195, 1.026], [-2.185, -2.187, 2.654], [-1.328, -3.199, 2.118], [-3.671, 0.330, 2.849], [-4.196, -1.089, 3.888], [-4.936, -0.606, 2.299], [-1.900, -2.028, 3.703], [-1.248, -3.280, 0.958], [-1.927, -4.058, 2.157], [-0.458, -3.488, 2.411], [-5.811, -0.913, -2.654], [-5.903, 0.615, -2.893], [-5.659, 1.478, -1.986], [-6.239, 0.944, -4.219], [-6.165, 2.278, -4.638], [-6.902, -1.512, -3.119], [-5.577, -1.276, -1.735], [-4.993, -1.512, -3.137], [-6.163, 0.196, -4.780], [-5.135, 2.755, -4.130], [-7.016, 2.890, -4.456], [-6.084, 2.496, -5.761], [0.632, 7.274, -2.282], [0.140, 5.875, -1.930], [0.945, 5.115, -1.427], [-1.117, 5.448, -2.180], [-1.711, 4.178, -1.914], [-0.292, 7.944, -1.939], [1.003, 7.505, -3.165], [1.575, 7.443, -1.794], [-1.857, 6.242, -2.570], [-2.198, 4.295, -1.073], [-0.831, 3.456, -1.752], [-2.404, 3.849, -2.650], [-3.129, 0.813, -6.124], [-2.538, -0.037, -5.071], [-2.536, 0.293, -3.822], [-2.038, -1.214, -5.405], [-1.652, -2.446, -4.657], [-3.884, 0.304, -6.360], [-2.385, 0.994, -6.984], [-3.414, 1.916, -5.897], [-1.985, -1.388, -6.458], [-0.613, -2.534, -4.347], [-1.938, -3.398, -5.363], [-2.198, -2.466, -3.781], [-0.369, -6.531, 1.256], [0.843, -5.638, 1.063], [0.821, -4.704, 0.273], [1.973, -6.012, 1.649], [3.267, -5.379, 1.586], [-0.561, -7.009, 0.380], [-1.357, -6.209, 1.660], [-0.002, -7.381, 1.983], [1.933, -6.829, 2.301], [3.228, -4.399, 1.262], [3.618, -5.990, 0.768], [3.892, -5.390, 2.566], [0.113, 3.715, 1.361], [-0.570, 2.981, 2.416], [-1.710, 3.202, 2.630], [-0.022, 2.026, 3.153], [-0.622, 1.439, 4.355], [0.433, 3.038, 0.771], [0.964, 4.292, 1.602], [-0.672, 4.367, 1.033], [0.941, 2.121, 3.216], [-1.169, 2.258, 4.939], [0.034, 0.785, 4.980], [-1.316, 0.692, 3.920], [3.953, -2.298, 3.048], [2.704, -2.067, 3.868], [1.705, -1.499, 3.326], [2.858, -2.416, 5.226], [1.915, -2.120, 6.166], [4.640, -1.543, 3.139], [3.743, -2.093, 1.988], [4.589, -3.275, 3.150], [3.764, -2.523, 5.491], [1.137, -1.420, 5.865], [2.348, -2.095, 6.999], [1.342, -3.209, 6.260]], "forces_ev_per_angstrom": [[-1.895, 1.494, 1.731], [-2.840, 1.286, 0.446], [1.987, -4.489, 0.660], [0.807, 0.928, 0.314], [-2.428, -0.160, 2.096], [0.559, -11.269, -8.633], [2.816, 0.821, 0.916], [0.061, -1.124, 0.499], [-2.982, 10.131, 4.677], [3.282, -0.640, 1.697], [0.055, 0.485, -1.398], [-1.309, -2.344, -0.742], [0.401, 0.928, -0.957], [2.248, 2.198, -0.327], [-1.421, 0.450, -0.055], [0.855, 0.347, -4.151], [-1.153, 1.008, 1.623], [0.898, 0.013, 0.386], [1.630, -2.867, 2.264], [-2.148, 4.567, 5.625], [1.369, -0.060, -1.847], [-0.855, -5.812, -3.048], [-1.153, -0.133, 0.657], [-0.793, 1.748, 1.682], [-2.045, 3.471, -2.578], [0.868, -1.010, -1.065], [0.640, -0.137, -0.698], [0.737, 0.943, -0.832], [0.194, -1.083, -0.801], [1.505, 0.390, 0.730], [-4.658, -1.645, -0.200], [0.497, -2.606, -3.710], [0.570, 0.144, 0.031], [-0.503, -0.963, 1.584], [1.398, 6.779, 0.654], [0.149, 0.765, 0.235], [3.195, 1.426, 1.013], [0.529, -1.079, -0.581], [0.922, 4.060, 0.935], [1.350, 0.170, 0.653], [-3.275, -6.011, -0.635], [0.225, -0.997, 0.015], [3.597, 0.854, 2.722], [-1.278, -1.461, -1.875], [1.708, 0.790, 1.680], [2.747, 1.240, 3.417], [-6.176, -0.534, -6.039], [0.122, -1.135, 0.119], [-0.440, 0.592, -0.811], [-3.842, 0.205, -1.450], [-1.494, 0.269, -2.868], [-0.041, 1.356, 1.643], [-0.770, -1.944, 0.472], [5.609, -0.328, 2.969], [-2.881, -1.497, -4.508], [1.079, 1.584, 1.621], [-1.002, -2.851, -3.209], [-0.035, 1.240, 4.699], [3.704, 2.871, -1.250], [3.272, 1.937, 1.657], [-0.333, -0.091, 3.452], [-0.475, 1.312, -0.802], [0.098, -2.739, -2.761], [-2.902, -0.820, -1.261], [-0.713, 0.344, 1.149], [0.319, -1.259, 1.301], [-4.254, 0.180, 4.862], [1.159, -0.713, -0.666], [0.607, -0.841, 0.633], [-3.078, 5.145, -2.832], [4.452, -1.522, -2.103], [2.492, -0.599, -0.844], [0.314, 0.484, -5.161], [-0.152, 0.096, 1.603], [2.836, -2.795, 1.360], [-2.654, -0.086, 4.587], [-1.535, 0.771, -0.361], [-0.180, -0.232, -0.994], [6.650, 6.224, 0.250], [0.837, 1.689, 6.565], [-0.346, -0.679, -3.432], [1.069, -2.580, -4.261], [-0.401, -0.937, -2.931], [-6.450, -3.631, -2.912], [-1.193, -0.867, 0.955], [0.440, -2.249, 0.515], [-0.163, 0.482, 2.144], [0.226, 0.380, -0.477], [0.715, 2.423, 1.877], [-1.390, -0.235, 1.789], [1.168, -1.417, 4.491], [-1.164, 0.874, -1.230], [-0.114, 0.556, 0.026], [-0.360, -1.895, 3.789], [0.746, -1.990, 0.634], [-0.520, -1.250, -2.759], [1.161, 0.599, -0.281], [-1.016, 1.352, -1.228], [-0.098, 1.233, -1.059], [-0.478, 2.007, -0.667], [1.959, 0.290, -0.035], [-1.312, -0.533, -1.740], [-1.642, 3.664, 3.406], [-0.348, 0.499, 1.053], [-4.425, 1.120, 0.320], [2.261, -1.674, 1.745], [-1.618, 0.205, -0.405], [1.976, -4.351, -5.210], [0.925, 0.725, 0.822], [0.026, 0.200, -0.925], [2.085, -0.092, -0.089], [0.624, -1.487, -0.626], [0.149, 1.168, -0.652], [-0.547, 0.528, 0.849], [-0.179, -2.704, -1.495], [-0.214, 0.788, 0.073], [2.432, -2.344, 3.008], [-1.330, 1.765, -6.380], [-6.765, -4.708, -4.510], [1.709, 2.204, 1.201], [-0.473, -0.729, 0.200], [-1.675, 1.622, 0.113], [2.941, -0.565, 0.795], [0.512, 0.354, 0.286], [3.014, 1.374, 7.179], [0.432, 2.640, 0.204]], "lowdin_charge": [-0.004, -0.210, -0.188, -0.165, -0.118, 0.247, 0.163, 0.058, -0.053, 0.036, 0.081, 0.046, 0.106, 0.194, 0.137, 0.032, 0.087, 0.105, 0.026, -0.590, -0.019, 0.045, -0.030, 0.061, 0.046, 0.084, 0.141, 0.082, 0.079, 0.104, 0.058, -0.528, 0.038, 0.015, -0.007, 0.087, 0.035, 0.105, 0.097, 0.090, -0.007, 0.126, 0.010, -0.542, 0.032, -0.028, -0.097, 0.108, 0.110, 0.038, 0.203, 0.134, 0.062, 0.012, -0.008, -0.436, -0.001, -0.009, -0.132, 0.173, 0.007, 0.069, 0.067, 0.140, 0.058, 0.099, 0.007, -0.563, 0.012, -0.019, -0.073, 0.131, 0.013, 0.076, 0.218, 0.025, 0.125, 0.078, -0.005, -0.528, -0.035, -0.004, -0.043, -0.010, 0.123, 0.121, 0.164, 0.070, 0.140, 0.034, 0.015, -0.570, 0.025, -0.013, -0.059, 0.041, 0.090, 0.111, 0.154, 0.034, 0.093, 0.117, 0.037, -0.596, 0.096, 0.000, -0.036, 0.011, 0.083, 0.103, 0.054, 0.123, 0.082, 0.066, -0.008, -0.378, -0.021, 0.009, -0.082, 0.045, 0.085, 0.116, 0.104, 0.086, 0.008, 0.157], "homo_energy_ev": -10.831, "de_lowest_ev": 15.125, "total_energy_ev": -68722.5365, "total_charge": 1, "e_lumo_ev": -1.662}